(1)
A cluster of 2 separate species, C3H3FIO3 in total at a distorted geometry, computed with ωB97M-V with the def2-TZVPD basis set.

Structure (XYZ):
```
11
Properties=species:S:1:pos:R:3:forces:R:3:lowdin_charge:R:1
I 28.5239 -18.2201 -21.6000 0.02 0.08 0.05 -0.69
F 28.6066 -13.8201 -23.8585 1.88 2.09 -1.21 0.11
O 24.9813 -14.4016 -25.6877 1.05 0.26 -0.38 0.13
O 26.8701 -15.6540 -25.4092 -0.24 0.60 -0.33 0.06
O 26.3665 -14.0680 -24.0361 1.11 3.23 3.74 0.16
C 26.0293 -14.6193 -25.1312 -2.12 -3.01 -2.46 -0.62
C 27.5887 -14.5613 -23.5243 -1.26 -2.65 1.15 -0.35
C 27.5973 -15.8990 -24.1819 0.33 -0.90 -0.90 -0.13
H 28.5951 -16.2664 -24.4220 -0.20 -0.02 0.15 0.12
H 27.0371 -16.6362 -23.6068 0.29 0.00 0.12 0.04
H 27.6446 -14.6791 -22.4422 -0.87 0.31 0.09 0.16
```
Forces are in eV/Å.

Values from the calculation:
- Net charge: -1

=====

(2)
A structure of composition C27H33F4IrN6O2S, computed with ωB97M-V with the def2-TZVPD basis set.

Structure (XYZ):
```
74
Properties=species:S:1:pos:R:3:forces:R:3:mulliken_spin:R:1
Ir 0.2064 -0.3051 -0.6823 0.09 0.50 -0.01 0.47
S 3.3424 -1.1173 2.2480 0.09 -0.11 -0.05 0.00
F -0.9931 -0.9890 4.7890 0.01 0.01 -0.03 0.00
F -1.4704 -0.5342 2.2039 -0.01 -0.08 -0.05 0.00
F 2.7218 1.8911 4.6237 -0.03 -0.01 -0.02 0.00
F 2.3156 2.2855 2.0207 0.03 -0.02 0.06 0.00
O 2.1363 0.2780 -1.0361 -0.07 -0.26 -0.09 0.03
O -1.5522 -1.1682 -0.4537 0.08 -0.05 0.04 -0.02
N 5.2556 0.4248 3.3572 0.06 0.01 -0.06 0.00
N -0.4657 1.4373 -1.9042 0.02 0.08 -0.03 0.00
N 0.1976 1.0953 0.6609 0.03 -0.16 -0.19 0.45
N 5.4589 -1.6949 3.8044 -0.01 0.01 0.05 0.00
N 0.7176 -2.1471 -0.4738 -0.11 0.12 0.09 -0.02
N -0.2855 -3.0410 -0.1086 -0.07 0.05 -0.06 -0.01
C 0.6502 1.8375 -2.8371 -0.06 -0.08 0.03 0.00
C -0.1738 -0.1834 4.1153 0.03 0.01 0.07 -0.03
C 4.4719 0.1216 -1.1970 0.01 -0.01 0.00 0.00
C -5.0090 -3.1025 0.7998 -0.01 -0.01 0.00 0.00
C -3.8471 -5.2047 0.6778 -0.01 -0.01 0.01 0.00
C 1.6700 1.2975 4.0420 0.03 0.02 0.01 -0.03
C 4.7118 -0.7909 3.1519 -0.05 0.02 0.03 0.00
C -5.0134 -4.4856 0.9081 0.01 0.01 0.00 0.00
C -2.1745 -0.0962 -3.0993 0.02 -0.03 -0.10 0.00
C 0.9956 0.7847 -3.8729 -0.01 0.01 -0.03 0.00
C 0.3385 2.4569 0.1510 0.08 0.01 0.14 -0.05
C 6.5968 -1.1120 4.5036 -0.01 0.00 0.01 0.00
C 1.9497 -2.6826 -0.6842 0.04 -0.16 -0.01 0.00
C 2.0909 -4.1641 -0.5573 -0.06 0.04 0.01 0.00
C 0.4131 0.8773 2.0207 0.02 -0.03 0.17 0.01
C -2.6731 -3.1562 0.2307 0.04 0.03 0.00 0.01
C -3.8417 -2.4367 0.4608 0.00 0.01 -0.01 0.00
C 3.0515 -1.9195 -0.9913 0.00 -0.02 0.06 0.00
C -2.6785 -4.5442 0.3416 0.03 -0.02 0.00 0.00
C -1.7138 1.3061 -2.7568 -0.01 -0.12 0.05 0.00
C 3.1282 -0.5210 -1.0570 -0.06 0.16 0.02 -0.01
C 1.4579 1.5122 2.6983 -0.04 0.00 -0.06 0.04
C -1.4315 -2.4399 -0.1204 0.02 -0.06 0.10 0.00
C 6.3455 0.4013 4.3268 0.01 0.00 0.00 0.00
C 0.8643 0.4491 4.7687 -0.03 -0.01 0.02 0.06
C -0.6724 2.5674 -0.9530 -0.08 -0.01 -0.16 0.04
C -0.4074 0.0254 2.7695 0.04 0.10 -0.11 0.05
H -5.9156 -2.5411 0.9818 0.00 0.00 0.00 0.00
H 0.3242 2.7539 -3.3369 -0.01 0.01 0.00 0.00
H 1.2703 -0.1649 -3.4150 0.00 -0.01 0.00 0.00
H 1.0424 0.2774 5.8207 0.00 0.00 0.00 0.00
H -3.8278 -1.3582 0.3814 0.00 -0.01 0.00 0.00
H 3.9848 -2.4511 -1.1007 0.02 0.03 0.03 0.00
H 7.5405 -1.4225 4.0538 -0.01 0.00 -0.03 0.00
H -3.8509 -6.2834 0.7603 0.00 0.00 0.00 0.00
H -2.5351 -0.6387 -2.2325 -0.03 0.07 -0.07 0.00
H 4.7363 1.2524 3.1217 0.01 0.00 0.02 0.00
H 5.1703 -0.3243 -0.4900 -0.01 0.00 0.01 0.00
H 1.8465 1.1315 -4.4595 0.00 0.02 0.02 0.00
H -1.5112 1.8403 -3.6855 -0.02 0.11 0.02 0.00
H 6.6023 -1.4022 5.5530 0.02 -0.01 0.00 0.00
H -2.5136 1.8521 -2.2586 -0.01 -0.12 0.08 0.00
H -5.9250 -5.0048 1.1727 0.00 0.00 0.00 0.00
H -1.6696 2.4796 -0.5241 0.00 -0.04 -0.03 0.00
H -0.6003 3.5178 -1.4870 -0.03 0.03 0.04 0.00
H 4.3961 1.1905 -1.0163 0.00 0.00 -0.01 0.00
H 7.2242 0.9152 3.9416 0.00 0.01 0.02 0.00
H 1.8348 -4.4585 0.4611 0.00 -0.01 0.00 0.00
H 1.5224 2.0833 -2.2409 0.02 -0.05 0.02 0.00
H 1.3585 2.6170 -0.2076 -0.01 0.00 0.04 0.02
H 0.1741 0.6071 -4.5661 0.03 0.01 0.00 0.00
H 0.1328 3.1724 0.9472 0.03 0.04 -0.03 0.00
H -2.9901 -0.0048 -3.8182 0.01 -0.02 -0.02 0.00
H 1.3849 -4.6712 -1.2137 0.00 -0.01 0.00 0.00
H 6.0496 0.8752 5.2638 -0.03 -0.01 0.00 0.00
H -1.7647 -5.0937 0.1610 -0.01 0.00 0.00 0.00
H 3.1061 -4.4722 -0.7886 0.00 0.01 0.00 0.00
H 4.8561 -0.0476 -2.2056 0.00 0.00 0.00 0.00
H 5.2707 -2.6776 3.7244 -0.01 0.00 0.00 0.00
H -1.3822 -0.6810 -3.5694 -0.03 -0.01 0.03 0.00
```
Forces are in eV/Å.

Values from the calculation:
- Spin multiplicity: 2
- Net charge: +1

=====

One value per record, in order, for ΔE to the lowest compared entry with this formula, charge and spin: 40.0; 0.0 kJ/mol.